{
  "formula": "C3H10N5",
  "method": "ωB97M-V/def2-TZVPD",
  "elements": ["N", "N", "N", "N", "N", "C", "C", "C", "H", "H", "H", "H", "H", "H", "H", "H", "H", "H"],
  "coordinates": [[-0.52922, -0.23514, 0.67956], [-0.99105, 0.78770, 0.49307], [0.43670, 1.88609, -0.60561], [1.22712, 1.09557, -0.66789], [-1.14056, -1.73932, -0.62724], [2.59036, -0.36395, 0.71210], [1.65154, -0.08334, -0.44978], [-2.14728, 1.56221, 0.29693], [3.33834, 0.46981, 0.77951], [1.74630, -0.71657, -1.25317], [-2.83745, 1.18992, 0.99761], [-2.24816, 2.65220, 0.28180], [2.09862, -0.46112, 1.62497], [-0.51212, -1.99083, -1.41814], [-2.45923, 1.09811, -0.56345], [-2.02758, -1.39315, -0.98685], [-1.29801, -2.45858, 0.10863], [3.10169, -1.29962, 0.59793]],
  "atomic_forces_ev_per_a": [[-0.250, 1.879, 1.328], [1.934, -0.155, 2.356], [-3.634, 5.399, 0.077], [1.982, -2.005, -1.812], [-0.395, -1.052, -1.015], [0.380, 0.746, -1.275], [3.786, -1.495, 2.807], [-1.218, 0.125, 0.317], [-0.666, -0.708, -0.029], [0.262, -1.425, -2.227], [-0.935, -0.327, 1.344], [1.405, -0.347, -0.043], [-1.059, 0.256, 1.761], [-0.938, -0.271, 1.079], [-1.487, -0.172, -2.786], [0.147, -0.555, -0.079], [0.351, 0.524, -1.325], [0.334, -0.416, -0.478]],
  "nbo_charge": [0.143, -0.008, 0.053, -0.136, -1.015, -0.686, 0.194, -0.460, 0.260, 0.193, 0.254, 0.291, 0.250, 0.398, 0.234, 0.379, 0.408, 0.247],
  "multiplicity": 3,
  "s2": 2.02,
  "total_charge": 1,
  "e_tot_ev": -10709.1428,
  "homo_lumo_gap_ev": [5.89, 7.45],
  "relative_energy_kj_mol": 272.39,
  "largest_force_ha_per_bohr": 0.1266,
  "lumo_energy_ev": [-4.3, -6.4]
}